No. 1
{"formula": "C25H75CrN10O15", "method": "ωB97M-V with the def2-TZVPD basis set", "symbols": ["Cr", "C", "C", "O", "O", "H", "H", "H", "C", "O", "H", "H", "H", "H", "C", "O", "H", "H", "H", "H", "C", "O", "H", "H", "H", "H", "C", "O", "N", "N", "H", "H", "H", "H", "C", "O", "N", "N", "H", "H", "H", "H", "C", "O", "N", "N", "H", "H", "H", "H", "C", "O", "N", "N", "H", "H", "H", "H", "C", "O", "N", "N", "H", "H", "H", "H", "C", "C", "C", "O", "H", "H", "H", "H", "H", "H", "H", "H", "C", "C", "C", "O", "H", "H", "H", "H", "H", "H", "H", "H", "C", "C", "C", "O", "H", "H", "H", "H", "H", "H", "H", "H", "C", "C", "C", "O", "H", "H", "H", "H", "H", "H", "H", "H", "C", "C", "C", "O", "H", "H", "H", "H", "H", "H", "H", "H"], "positions_angstrom": [[2.824, 1.455, 0.582], [-0.792, 0.477, 0.223], [0.616, 0.863, 0.311], [0.954, 2.024, 0.420], [1.610, 0.115, 0.383], [-1.048, 0.312, -0.781], [-1.530, 1.122, 0.657], [-0.900, -0.456, 0.722], [3.812, 3.082, -1.658], [3.015, 1.965, -1.331], [4.885, 2.774, -1.703], [3.702, 3.885, -0.945], [3.562, 3.514, -2.594], [2.514, 1.726, -2.152], [-0.832, -2.198, -4.235], [-1.204, -1.436, -3.109], [-0.263, -3.046, -4.067], [-0.256, -1.525, -4.940], [-1.759, -2.549, -4.794], [-1.631, -0.618, -3.427], [-0.362, 0.422, 3.538], [0.822, 1.055, 3.894], [-0.243, -0.410, 2.849], [-0.964, 1.171, 3.008], [-0.811, 0.017, 4.467], [0.453, 1.719, 4.498], [-1.217, 1.518, -4.002], [-0.198, 1.702, -5.021], [-2.372, 0.987, -4.112], [-0.974, 1.939, -2.801], [-2.629, 0.666, -5.105], [-3.132, 0.922, -3.398], [-0.147, 2.575, -2.830], [-1.680, 2.309, -2.139], [1.103, 4.261, 2.762], [1.766, 4.371, 1.561], [-0.215, 4.136, 2.974], [1.782, 4.151, 3.856], [-0.849, 4.171, 2.171], [-0.700, 3.844, 3.871], [2.754, 4.356, 3.895], [1.338, 3.752, 4.730], [2.391, 0.042, -3.618], [3.012, -1.189, -3.819], [1.413, 0.186, -2.737], [2.692, 1.105, -4.274], [1.172, -0.798, -2.510], [0.623, 0.817, -2.733], [3.187, 0.789, -5.133], [2.136, 1.926, -4.375], [-2.027, 4.084, -0.456], [-2.644, 5.222, -0.730], [-2.560, 2.886, -0.695], [-0.930, 3.979, 0.187], [-3.437, 2.840, -1.283], [-2.339, 2.048, -0.208], [-0.501, 4.910, 0.310], [-0.300, 3.160, 0.163], [3.733, 2.431, 2.675], [4.264, 3.018, 3.784], [3.827, 2.784, 1.413], [2.913, 1.475, 2.401], [4.824, 3.255, 1.407], [3.440, 3.803, 1.524], [3.169, 0.694, 3.145], [2.089, 1.571, 3.122], [-4.410, 1.022, 1.310], [-4.787, -0.446, 1.507], [-3.496, -1.243, 1.619], [-5.550, -0.818, 2.435], [-5.190, 1.740, 1.514], [-4.062, 1.125, 0.249], [-3.577, 1.312, 1.965], [-5.311, -0.736, 0.617], [-2.808, -1.042, 0.784], [-3.637, -2.342, 1.571], [-2.947, -0.937, 2.458], [-6.452, -0.758, 2.150], [-4.498, -3.223, -2.735], [-5.011, -2.063, -1.890], [-4.274, -0.747, -2.148], [-6.240, -1.795, -2.053], [-4.548, -4.107, -2.119], [-3.407, -3.144, -3.004], [-5.152, -3.357, -3.687], [-4.820, -2.249, -0.814], [-4.711, 0.143, -1.658], [-4.137, -0.555, -3.207], [-3.328, -0.859, -1.695], [-6.509, -1.097, -1.445], [3.665, -1.630, -0.625], [4.754, -0.632, -0.382], [5.374, -0.003, -1.663], [4.480, 0.361, 0.311], [4.043, -2.378, -1.349], [2.852, -1.305, -1.198], [3.282, -2.033, 0.302], [5.563, -1.228, 0.077], [6.179, 0.717, -1.502], [4.587, 0.420, -2.201], [5.880, -0.746, -2.273], [5.265, 0.711, 0.642], [-1.998, -3.802, -0.354], [-0.681, -3.586, 0.308], [0.312, -2.891, -0.580], [-0.727, -2.903, 1.340], [-1.865, -4.443, -1.194], [-2.392, -2.908, -0.779], [-2.740, -4.356, 0.308], [-0.408, -4.587, 0.679], [0.356, -3.384, -1.507], [1.280, -2.969, -0.138], [0.034, -1.863, -0.786], [-1.365, -3.209, 1.954], [3.211, -3.608, 3.753], [1.851, -3.132, 3.368], [0.850, -2.764, 4.503], [1.763, -2.204, 2.533], [3.768, -2.962, 4.331], [3.810, -3.892, 2.885], [3.006, -4.500, 4.344], [1.420, -4.055, 2.895], [-0.052, -2.437, 4.059], [1.141, -1.937, 5.164], [0.539, -3.572, 5.132], [0.874, -2.254, 2.177]], "forces_ev_per_angstrom": [[-0.4, -1.2, -5.2], [0.2, -1.0, 0.6], [-1.5, -1.5, 0.4], [0.2, 5.2, 0.5], [-0.5, -4.7, -0.4], [-0.3, -0.4, -1.6], [0.5, 0.5, 0.7], [-0.1, -1.0, 0.3], [2.3, 0.5, 0.4], [-0.8, 0.4, -1.2], [-0.8, 0.2, 0.0], [-0.2, 0.1, 0.4], [-0.4, 0.1, -1.0], [0.3, -0.6, 1.3], [-1.8, 2.3, -3.1], [0.1, 0.1, 1.0], [1.2, -1.5, 1.1], [-0.4, -0.9, 0.5], [1.0, 0.4, 0.5], [0.3, -0.9, 0.0], [-1.9, -1.0, -0.5], [1.0, 1.2, 1.1], [0.6, 0.0, 0.1], [-0.5, -0.3, 0.4], [-0.2, 0.3, -0.7], [1.0, -0.1, 0.1], [6.3, 2.2, -6.2], [-5.5, -1.4, 5.4], [-4.6, -2.8, -4.1], [3.2, 3.0, 3.4], [0.3, 0.7, 2.1], [1.3, 0.4, -0.9], [-1.0, -0.5, 0.1], [0.2, -0.5, -0.6], [1.1, -0.1, -4.4], [-2.9, 0.1, 4.6], [-2.2, -0.6, -0.6], [0.5, -1.0, 3.9], [0.4, -0.1, 0.3], [1.5, 1.0, -1.5], [0.6, 0.1, 0.1], [1.0, 1.3, -1.5], [1.9, -7.3, -1.1], [-3.1, 6.5, 1.3], [-1.1, -3.0, 2.5], [3.4, 1.2, -3.7], [-0.4, 1.1, 0.4], [0.2, -0.1, -0.8], [-0.1, 1.1, 0.8], [-1.0, 0.1, -0.2], [-6.0, 5.7, -1.9], [2.9, -5.1, 0.8], [-3.8, -1.5, -3.2], [4.8, 1.7, 2.2], [1.3, 0.4, 1.4], [0.0, 0.2, 0.2], [0.2, -0.9, -0.1], [-0.4, 1.0, 0.0], [5.3, 5.5, 9.0], [-3.0, -4.3, -6.9], [8.4, 10.5, -2.6], [-4.2, -8.4, 10.5], [-1.3, -1.2, -1.1], [-1.5, -0.5, -0.9], [-0.3, 0.3, -2.0], [-1.1, -0.1, -1.0], [0.7, 0.3, -0.3], [4.5, 1.0, -5.5], [0.2, -0.9, -2.3], [-4.3, -1.4, 6.8], [-0.5, 0.1, -0.2], [-0.5, 0.0, 1.0], [0.0, -0.1, 0.0], [0.3, -0.1, -1.6], [-0.5, 0.0, 0.0], [-0.2, 0.7, 0.4], [0.6, 0.2, 1.7], [-0.8, 0.0, 0.4], [-0.1, -0.1, -1.4], [6.2, 0.5, 1.4], [0.7, 0.4, 0.0], [-7.9, 0.4, -1.2], [-0.3, -0.6, -0.1], [-1.1, 0.3, 0.1], [1.2, 0.3, 1.6], [0.4, -0.6, -0.1], [-0.4, -0.5, -0.2], [-0.3, -0.2, -0.2], [1.7, 0.0, 0.3], [-0.3, -0.2, -0.2], [0.7, -0.8, -0.7], [4.4, -7.9, -7.4], [1.2, -2.2, 0.0], [-4.8, 7.5, 7.3], [0.2, 0.0, 0.9], [-1.2, 1.2, -0.6], [0.1, -0.4, 0.2], [-0.1, 0.1, 0.2], [-0.2, 0.2, 0.7], [-1.0, 0.7, -1.2], [-0.3, -0.2, -0.3], [2.1, 1.3, 1.0], [-1.3, -1.1, 0.3], [0.5, -5.6, -6.6], [0.0, -0.7, -0.2], [-0.1, 7.4, 8.7], [0.2, -0.7, -0.7], [-0.6, 0.9, 0.0], [0.8, 0.9, -0.6], [0.9, -0.6, -1.2], [0.2, -0.6, -1.4], [0.7, 0.3, 0.3], [-0.1, 0.1, 0.2], [-1.0, -0.5, 1.1], [-0.7, -1.4, -0.6], [-1.8, -6.5, 5.1], [1.1, -0.5, 1.0], [0.9, 7.0, -6.2], [1.2, 1.7, 1.4], [-0.2, 0.0, -0.1], [0.4, -0.1, 0.1], [-0.1, 0.0, 0.4], [-1.1, 0.3, -0.8], [0.5, -0.1, -0.2], [0.1, -0.7, 0.5], [-0.3, 0.3, -0.7]], "max_force_ev_per_a": 14.1, "homo_lumo_gap_ev": [7.59, 7.55], "e_lumo_ev": [-6.246, -6.281], "s2": 3.767, "spin_multiplicity": 4, "total_charge": 2, "homo_energy_ev": [-13.83, -13.83]}

No. 2
{"formula": "C25H75N15O10", "method": "ωB97M-V with the def2-TZVPD basis set", "symbols": ["C", "O", "N", "N", "H", "H", "H", "H", "C", "O", "N", "N", "H", "H", "H", "H", "C", "O", "N", "N", "H", "H", "H", "H", "C", "O", "N", "N", "H", "H", "H", "H", "C", "O", "N", "N", "H", "H", "H", "H", "C", "C", "C", "O", "C", "N", "H", "H", "H", "H", "H", "H", "H", "H", "H", "H", "H", "C", "C", "C", "O", "C", "N", "H", "H", "H", "H", "H", "H", "H", "H", "H", "H", "H", "C", "C", "C", "O", "C", "N", "H", "H", "H", "H", "H", "H", "H", "H", "H", "H", "H", "C", "C", "C", "O", "C", "N", "H", "H", "H", "H", "H", "H", "H", "H", "H", "H", "H", "C", "C", "C", "O", "C", "N", "H", "H", "H", "H", "H", "H", "H", "H", "H", "H", "H"], "positions_angstrom": [[14.254, 7.213, 13.918], [14.860, 7.635, 12.956], [14.616, 7.494, 15.222], [13.141, 6.294, 13.682], [13.941, 7.269, 15.923], [15.215, 8.317, 15.339], [12.886, 5.757, 14.502], [13.025, 5.713, 12.855], [16.085, 8.201, 19.082], [15.523, 8.178, 20.174], [16.078, 7.090, 18.234], [16.679, 9.290, 18.556], [15.825, 6.226, 18.726], [16.768, 7.009, 17.536], [16.739, 9.343, 17.538], [16.655, 10.184, 19.007], [20.106, 9.627, 11.170], [19.876, 9.010, 12.207], [19.904, 9.009, 9.909], [20.541, 10.883, 11.089], [19.645, 9.574, 9.064], [19.303, 8.195, 9.780], [20.922, 11.195, 10.212], [20.818, 11.389, 11.908], [17.884, 6.189, 11.023], [17.922, 6.990, 10.096], [17.237, 5.000, 10.859], [18.489, 6.362, 12.211], [16.974, 4.723, 9.938], [16.902, 4.500, 11.661], [18.886, 5.610, 12.764], [19.053, 7.248, 12.247], [17.429, 9.609, 14.929], [16.475, 9.334, 15.669], [18.697, 9.646, 15.392], [17.329, 9.678, 13.615], [18.995, 9.674, 16.366], [19.441, 9.801, 14.735], [16.412, 9.316, 13.317], [18.168, 9.443, 13.098], [13.561, 9.782, 8.420], [14.533, 8.939, 9.299], [15.641, 9.794, 9.914], [15.094, 10.768, 10.759], [15.757, 12.033, 10.573], [13.731, 8.168, 10.299], [14.199, 10.347, 7.737], [12.883, 10.458, 8.930], [13.015, 9.005, 7.883], [15.044, 8.271, 8.548], [16.034, 10.262, 9.025], [16.392, 9.104, 10.427], [15.474, 12.431, 9.592], [16.874, 11.866, 10.552], [15.524, 12.651, 11.420], [14.428, 7.502, 10.654], [13.586, 8.861, 11.057], [21.798, 9.275, 19.870], [22.144, 8.285, 18.721], [21.064, 8.279, 17.644], [21.344, 7.386, 16.664], [20.900, 6.105, 17.038], [23.468, 8.429, 18.234], [22.429, 9.187, 20.763], [20.750, 9.089, 20.194], [21.835, 10.354, 19.580], [22.126, 7.228, 19.163], [21.048, 9.278, 17.268], [20.041, 8.215, 18.083], [21.559, 5.790, 17.828], [20.958, 5.433, 16.195], [19.878, 6.241, 17.407], [23.648, 7.859, 17.432], [23.867, 9.335, 18.095], [11.952, 10.630, 15.090], [12.600, 10.737, 13.660], [12.037, 11.894, 12.805], [10.640, 11.743, 12.605], [10.423, 10.853, 11.495], [14.020, 10.986, 13.737], [12.530, 9.825, 15.483], [10.927, 10.358, 15.088], [12.163, 11.583, 15.559], [12.350, 9.796, 13.112], [12.676, 11.953, 11.839], [12.171, 12.847, 13.290], [9.340, 10.682, 11.379], [10.996, 9.934, 11.559], [10.882, 11.355, 10.661], [14.328, 10.957, 12.769], [14.543, 10.167, 14.098], [14.491, 12.183, 17.595], [15.090, 13.282, 16.769], [16.428, 12.812, 16.254], [17.322, 12.363, 17.263], [17.920, 13.407, 17.977], [14.179, 13.706, 15.752], [13.526, 12.397, 18.026], [15.151, 11.840, 18.359], [14.260, 11.415, 16.832], [15.311, 14.088, 17.414], [16.866, 13.740, 15.808], [16.297, 11.977, 15.569], [18.468, 14.086, 17.340], [18.678, 12.916, 18.665], [17.127, 13.995, 18.455], [14.217, 13.155, 14.868], [14.388, 14.636, 15.386], [22.927, 10.046, 13.798], [23.012, 11.572, 13.744], [21.941, 12.173, 14.667], [20.640, 11.887, 14.066], [19.617, 12.674, 14.710], [24.297, 11.863, 14.276], [23.758, 9.569, 13.257], [21.969, 9.646, 13.330], [22.978, 9.520, 14.783], [22.877, 11.853, 12.700], [22.098, 13.257, 14.803], [21.990, 11.701, 15.627], [18.642, 12.341, 14.359], [19.838, 13.696, 14.605], [19.636, 12.449, 15.808], [24.512, 12.820, 14.529], [24.497, 11.304, 15.075]], "forces_ev_per_angstrom": [[-1.0, -2.0, -0.4], [0.6, 0.7, -0.3], [-1.3, -0.7, -1.7], [0.9, 0.8, 1.9], [-0.1, 0.1, 0.5], [0.0, -0.2, 0.2], [-0.1, 0.2, -0.1], [0.7, 0.9, -0.1], [-1.0, -0.3, 0.7], [0.5, -0.2, -0.5], [-1.0, -0.3, 1.5], [0.9, 0.3, -1.1], [0.2, 0.7, -0.4], [0.7, 0.0, -0.7], [-0.1, 0.0, 0.2], [-0.3, -0.1, 0.4], [-1.3, -1.9, -2.3], [0.1, 0.2, 0.5], [-0.2, 1.3, -1.1], [0.5, 0.9, -0.3], [0.9, 0.0, 1.5], [0.1, -0.3, 1.4], [-0.1, 0.0, 0.0], [-0.1, 0.0, 0.6], [-0.1, -1.0, -0.9], [0.0, 0.4, -0.1], [0.1, -0.2, 0.6], [1.4, 1.8, 1.0], [-0.3, 0.1, -0.2], [0.0, -0.2, -0.1], [-0.5, 0.0, -0.5], [-0.7, -1.0, 0.1], [1.0, -1.6, 1.6], [-0.3, 1.0, 0.4], [1.1, 0.4, 0.7], [-1.4, 0.1, -1.4], [-0.9, 0.0, -0.5], [0.2, 0.1, -0.2], [0.8, 0.1, -0.5], [-0.2, 0.1, -0.4], [1.1, -1.0, 0.1], [-1.0, 0.1, -0.3], [-0.2, -1.7, -0.3], [0.4, 0.9, 0.4], [1.1, -1.5, -0.3], [1.4, 0.6, -0.5], [-0.3, 0.1, -0.3], [0.0, 0.0, 0.3], [-0.3, 0.5, -0.2], [-0.5, 0.2, 1.0], [1.0, 0.4, -0.1], [-0.7, 1.1, -0.5], [-0.1, 0.3, 0.3], [-0.9, 0.2, 0.1], [-0.3, 0.5, 0.1], [-0.7, 0.2, 0.5], [0.0, -0.9, -0.3], [-0.6, 0.2, -0.2], [-0.9, -1.1, 2.1], [-0.3, 1.9, 1.9], [-0.1, -0.6, -1.9], [-0.1, 0.5, 0.1], [1.1, -0.1, -0.1], [0.0, -0.3, -0.4], [0.6, 0.1, -0.2], [0.1, -0.8, -0.2], [-0.1, 1.3, -0.2], [0.3, 0.9, -1.0], [0.4, -0.7, 0.0], [0.0, -0.8, 0.5], [0.0, -0.1, -0.2], [-0.1, -0.7, 0.0], [0.0, -0.2, -0.4], [-0.3, 0.6, 0.0], [1.9, 0.7, -2.2], [-1.7, -0.1, 0.0], [0.5, -0.6, -0.4], [0.4, -0.7, -0.7], [-0.1, 0.8, 0.5], [1.2, -0.9, -0.1], [0.3, -0.5, 1.1], [-1.0, 0.0, -0.2], [-0.2, 0.0, 0.6], [0.3, 0.3, 0.3], [-1.3, -0.2, 1.0], [0.1, 0.3, 0.5], [0.6, 0.1, 0.0], [-0.3, -0.5, 0.5], [-0.3, 0.3, -1.0], [0.3, 0.3, -0.2], [-0.7, 0.6, 0.3], [-1.1, -0.8, -1.3], [0.1, -0.9, 0.7], [0.7, 1.0, -0.3], [0.1, -0.5, -0.4], [0.4, -0.7, 0.9], [-0.4, 0.7, -2.3], [-0.3, 0.6, 0.2], [0.5, -0.5, 0.4], [0.3, -0.3, 0.7], [-0.1, 1.4, 0.7], [0.1, -0.9, -0.5], [0.1, 0.1, -0.3], [0.3, 0.3, -0.5], [-1.2, 0.8, -0.4], [0.5, 0.0, 0.6], [0.0, -0.3, 1.2], [0.0, 0.0, 0.6], [-1.3, -2.0, -0.9], [-0.7, -1.3, 1.7], [-1.0, -0.1, -2.1], [0.4, 0.9, 0.7], [0.5, -2.3, 1.3], [1.6, 1.1, -0.3], [-0.2, 0.4, -0.2], [1.1, 0.6, 0.5], [-0.1, 1.1, -0.2], [0.2, 0.5, 0.0], [-0.2, -0.2, -0.2], [0.1, -0.4, 0.8], [0.1, 0.3, -0.3], [-0.1, 1.6, -0.5], [-0.1, 0.1, -0.7], [-0.3, 0.1, -0.3], [0.1, -0.5, 0.5]], "max_force_ev_per_a": 3.3, "homo_lumo_gap_ev": 9.13, "e_lumo_ev": 0.335, "smiles": "COC[C@H](C)N.COC[C@H](C)N.COC[C@H](C)N.COC[C@H](C)N.COC[C@H](C)N.NC(N)=O.NC(N)=O.NC(N)=O.NC(N)=O.NC(N)=O", "homo_energy_ev": -8.79}

Taking the records one at a time from the top gives energy above the lowest of the compared OMol25 structures with the same formula, charge and spin values of 0.0; 38.4 kcal/mol.
Taking the records one at a time from the top gives E values of -101152.25631; -69970.12425 eV.